# 1
A molecular structure, C34H29BrN6O6P2S6Y, computed with ωB97M-V with the def2-TZVPD basis set.

Values from the calculation:
**Energy above the lowest of the compared OMol25 structures with the same formula, charge and spin**: 71.2 kJ/mol
**Calculated total energy**: -211640.1756 eV
**Spin multiplicity**: 1
**Charge**: -1
**Gap between HOMO and LUMO**: 4.728 eV

Positions of all 85 atoms, in Å:
Y (-0.6200, 0.2186, 0.4392)
C (2.6509, 2.8164, 1.3816)
P (0.9428, 2.8500, 0.7190)
C (0.1278, 4.0532, 1.8234)
C (1.1434, 3.8493, -0.8128)
C (1.9415, 3.1287, -1.9026)
P (1.3923, 1.3852, -2.2058)
C (2.9028, 0.7207, -3.0150)
C (0.2886, 1.5029, -3.6485)
H (3.0412, 3.8239, 1.5492)
H (3.3168, 2.2998, 0.6875)
H (2.6475, 2.2639, 2.3213)
H (0.5921, 5.0404, 1.7567)
H (0.1976, 3.7084, 2.8568)
H (-0.9288, 4.1176, 1.5596)
H (1.6195, 4.8026, -0.5577)
H (0.1305, 4.0679, -1.1584)
H (2.9921, 3.0591, -1.5994)
H (1.9296, 3.7080, -2.8313)
H (3.2215, 1.3303, -3.8654)
H (2.6755, -0.2894, -3.3582)
H (3.7305, 0.6715, -2.3023)
H (0.7694, 2.0214, -4.4821)
H (-0.6260, 2.0170, -3.3565)
H (0.0348, 0.4831, -3.9407)
O (-6.0635, 1.1361, -4.1637)
C (-5.2403, 1.0432, -3.2836)
S (-5.1187, -0.3233, -2.1745)
C (-3.7389, 0.2459, -1.2457)
C (-3.2288, 1.4368, -1.6040)
S (-1.8706, 2.2730, -0.8715)
S (-4.0067, 2.2611, -2.9471)
S (-3.2068, -0.7912, 0.0584)
S (2.6283, -6.3026, 3.9223)
N (1.1762, -5.6238, 4.1306)
C (1.1570, -4.5329, 3.3836)
C (0.0373, -3.6277, 3.2357)
C (-1.1685, -3.8006, 3.9136)
C (-2.1897, -2.9142, 3.6779)
C (-1.9993, -1.8958, 2.7475)
N (-0.8519, -1.7172, 2.0970)
C (0.1665, -2.5520, 2.3516)
C (1.4445, -2.2880, 1.6675)
N (1.5215, -1.1914, 0.8987)
C (2.6609, -0.9356, 0.2758)
C (3.7884, -1.7475, 0.3719)
C (3.7241, -2.8734, 1.1581)
C (2.5348, -3.1503, 1.8291)
C (2.3746, -4.3050, 2.6880)
N (3.2963, -5.2228, 2.9226)
H (-1.2778, -4.6312, 4.5984)
H (-3.1453, -2.9994, 4.1753)
H (-2.7938, -1.1943, 2.5245)
H (2.6589, -0.0544, -0.3535)
H (4.6837, -1.4859, -0.1747)
H (4.5635, -3.5478, 1.2619)
Br (-2.3182, -6.0059, 0.6070)
C (-0.8200, -5.1977, -0.2277)
C (0.3595, -5.9217, -0.3231)
N (1.4390, -5.4519, -0.9401)
C (1.3510, -4.2411, -1.4869)
C (0.2271, -3.4297, -1.3938)
C (-0.8974, -3.9139, -0.7383)
C (0.2632, -2.0259, -1.9696)
O (0.8927, -1.8381, -3.0056)
O (-0.3676, -1.1431, -1.2983)
H (0.4223, -6.9163, 0.1063)
H (2.2173, -3.8711, -2.0236)
H (-1.7831, -3.2908, -0.6456)
O (-3.8632, 0.7056, 3.3376)
S (-2.8523, 1.7239, 3.2676)
O (-3.2267, 3.0340, 2.8241)
N (-1.5123, 1.1876, 2.4843)
C (-0.4646, 1.0696, 3.3111)
O (0.6444, 0.6779, 2.9206)
C (-0.7593, 1.4361, 4.7305)
C (0.0856, 1.4078, 5.8268)
C (-0.4350, 1.7957, 7.0535)
C (-1.7644, 2.1998, 7.1715)
C (-2.6084, 2.2270, 6.0683)
C (-2.0700, 1.8368, 4.8580)
H (1.1132, 1.0887, 5.7112)
H (0.1945, 1.7846, 7.9341)
H (-2.1426, 2.4958, 8.1418)
H (-3.6410, 2.5374, 6.1530)

# 2
A molecular structure, C33H47GeN4PtSi3, computed with ωB97M-V with the def2-TZVPD basis set.

Values from the calculation:
**Calculated total energy**: -124340.6279 eV
**Spin multiplicity**: 4
**Gap between HOMO and LUMO (spin up / spin down)**: 3.648 / 4.438 eV

Positions of all 89 atoms, in Å:
Pt (-0.7261, -0.1314, 0.4866)
C (1.2744, -1.9938, 3.8966)
C (1.0523, -1.4409, 2.6563)
N (-0.1522, -1.0029, 2.2640)
C (-1.2142, -1.1393, 3.1067)
C (-1.0514, -1.6537, 4.4137)
C (0.2227, -2.0829, 4.7939)
C (-2.1911, -1.7046, 5.2729)
C (-3.4303, -1.2361, 4.8499)
C (-3.6245, -0.7935, 3.5600)
C (-2.5324, -0.8078, 2.6365)
N (-2.5787, -0.5192, 1.3296)
C (-3.6002, -0.4333, 0.4631)
C (-4.9454, -0.8611, 0.6836)
C (-5.9092, -0.5986, -0.2686)
C (-5.5965, 0.0643, -1.4495)
C (-4.2509, 0.4313, -1.7512)
C (-3.8749, 1.0912, -2.9251)
C (-2.5490, 1.4298, -3.1310)
C (-1.6091, 1.0689, -2.1894)
N (-1.9366, 0.4259, -1.0637)
C (-3.2433, 0.1328, -0.8085)
H (2.2695, -2.3314, 4.1511)
H (1.8497, -1.3083, 1.9542)
H (0.3705, -2.4884, 5.7876)
H (-2.0627, -2.0871, 6.2769)
H (-4.2567, -1.2073, 5.5481)
H (-4.5725, -0.3688, 3.2672)
H (-5.1938, -1.4287, 1.5671)
H (-6.9275, -0.9191, -0.0913)
H (-6.3681, 0.2889, -2.1745)
H (-4.6336, 1.3469, -3.6551)
H (-2.2263, 1.9404, -4.0277)
H (-0.5643, 1.2745, -2.3226)
C (-3.1340, 2.6692, 0.7242)
C (-1.7703, 2.8234, 1.3168)
C (-1.3217, 3.9641, 1.9182)
C (0.0010, 3.7207, 2.3687)
C (0.3157, 2.4375, 2.0271)
C (1.6220, 1.7812, 2.2944)
N (-0.7764, 1.8541, 1.4005)
H (-3.6745, 3.6023, 0.8800)
H (-3.7156, 1.8766, 1.1974)
H (-3.1182, 2.4862, -0.3519)
H (-1.8937, 4.8769, 2.0090)
H (0.6653, 4.4072, 2.8742)
H (2.3883, 2.5458, 2.4261)
H (1.9271, 1.1474, 1.4666)
H (1.6101, 1.1737, 3.2022)
C (4.7883, -1.6013, -1.2273)
Si (3.4187, -1.2393, -0.0004)
C (3.0609, -2.9336, 0.7715)
C (4.2708, -0.1674, 1.2870)
Ge (1.3637, -0.2799, -0.8727)
Si (0.9264, -1.8893, -2.6082)
C (2.2577, -1.8550, -3.9222)
C (-0.6828, -1.7028, -3.5494)
C (0.8755, -3.5971, -1.8326)
Si (2.0886, 1.7154, -2.0349)
C (3.8771, 1.5436, -2.5657)
C (1.1726, 2.1146, -3.6343)
C (1.9349, 3.1805, -0.8978)
H (5.6115, -2.0145, -0.6351)
H (5.1594, -0.7232, -1.7504)
H (4.5097, -2.3521, -1.9659)
H (3.5673, -3.0326, 1.7376)
H (3.4440, -3.7214, 0.1174)
H (1.9989, -3.1295, 0.9292)
H (5.2748, -0.5703, 1.4539)
H (3.7608, -0.1282, 2.2503)
H (4.3753, 0.8631, 0.9362)
H (2.2425, -0.9109, -4.4763)
H (2.0772, -2.6660, -4.6355)
H (3.2586, -1.9815, -3.5150)
H (-0.7272, -0.7712, -4.1175)
H (-1.5593, -1.7442, -2.8984)
H (-0.7540, -2.5313, -4.2619)
H (1.8804, -3.9555, -1.5958)
H (0.4104, -4.3201, -2.5098)
H (0.3006, -3.5865, -0.9025)
H (4.0732, 0.5878, -3.0549)
H (4.5601, 1.6410, -1.7175)
H (4.1103, 2.3366, -3.2826)
H (0.9159, 1.2208, -4.2116)
H (1.8320, 2.7286, -4.2532)
H (0.2584, 2.6873, -3.4636)
H (2.6956, 3.1303, -0.1127)
H (0.9612, 3.2078, -0.4009)
H (2.0677, 4.1242, -1.4374)

# 3
2 unconnected molecules or ions with the total composition C5H7NOS2 at a distorted geometry, computed with ωB97M-V with the def2-TZVPD basis set.

Values from the calculation:
**Energy above the lowest of the compared OMol25 structures with the same formula, charge and spin**: 166.6 kJ/mol
**Calculated total energy**: -30504.2050 eV
**Spin multiplicity**: 1
**Gap between HOMO and LUMO**: 9.549 eV

Positions of all 16 atoms, in Å:
C (-2.2737, 0.7949, -0.8446)
C (-3.2171, -0.1032, -0.4220)
C (-0.8120, -0.4872, 0.5227)
C (2.1085, -0.0368, 1.4108)
C (2.0586, -0.0027, -0.0034)
N (-0.9969, 0.5766, -0.2823)
O (1.8875, 1.0248, -0.6757)
S (-2.3797, -1.1675, 0.6906)
S (2.1447, -1.5427, -0.7789)
H (-2.3034, 1.5559, -1.6094)
H (-4.2962, -0.1922, -0.3550)
H (2.3993, -1.0184, 1.7685)
H (2.6631, 0.9180, 1.6661)
H (0.9708, 0.0836, 1.7074)
H (-0.1080, 0.9961, -0.6273)
H (2.1543, -1.3990, -2.1676)

# 4
A gas-phase ion, C3H3F2N4 (charge -1) at a distorted geometry, computed with ωB97M-V with the def2-TZVPD basis set.

Values from the calculation:
**Energy above the lowest of the compared OMol25 structures with the same formula, charge and spin**: 0.0 kJ/mol
**Calculated total energy**: -14550.0958 eV
**Spin multiplicity**: 3
**Charge**: -1
**Gap between HOMO and LUMO (spin up / spin down)**: 3.429 / 7.040 eV

Positions of all 12 atoms, in Å:
C (-2.4298, 0.3478, 0.0796)
C (0.1853, 0.1145, 0.0341)
C (-0.9699, 1.0669, 0.2045)
N (-3.5222, 0.7225, -0.5718)
N (-2.5578, -0.8541, 0.6534)
N (-4.3556, -0.2930, -0.3787)
N (-3.7898, -1.2174, 0.3404)
F (-0.8764, 1.7122, 1.4145)
F (-0.8682, 2.0824, -0.7159)
H (1.1131, 0.6396, 0.2628)
H (0.2004, -0.2308, -0.9969)
H (0.0509, -0.7296, 0.7035)

# 5
A molecular structure, C2H5INP at a distorted geometry, computed with ωB97M-V with the def2-TZVPD basis set.

Values from the calculation:
**Energy above the lowest of the compared OMol25 structures with the same formula, charge and spin**: 295.9 kJ/mol
**Calculated total energy**: -21031.1837 eV
**Spin multiplicity**: 1
**Gap between HOMO and LUMO**: 8.385 eV

Positions of all 10 atoms, in Å:
C (0.7605, -1.5673, 0.2498)
C (-0.7685, 1.4096, 1.4151)
N (-0.0007, 0.8702, -1.0074)
P (-0.0402, -0.0234, 0.2110)
I (-2.4688, 0.5059, 2.3108)
H (0.7401, -1.8562, 1.3491)
H (0.5465, -2.3503, -0.5570)
H (-1.0221, 1.9172, 0.5251)
H (-0.1009, 1.8486, 2.1371)
H (0.0954, 0.5101, -2.0048)

# 6
A molecular structure, C5H21Ba2O6 at a distorted geometry, computed with ωB97M-V with the def2-TZVPD basis set.

Values from the calculation:
**Energy above the lowest of the compared OMol25 structures with the same formula, charge and spin**: 1405.9 kJ/mol
**Calculated total energy**: -19156.9328 eV
**Spin multiplicity**: 1
**Charge**: +3
**Gap between HOMO and LUMO**: 9.129 eV

Positions of all 34 atoms, in Å:
Ba (0.1782, -30.7571, -11.4486)
Ba (1.1043, -29.9224, -8.2950)
O (1.7818, -30.9195, -10.0017)
H (2.2711, -30.2450, -10.5118)
C (4.3612, -30.2625, -8.6086)
O (2.9888, -30.3393, -8.4104)
H (4.5740, -29.4742, -9.3307)
H (4.7860, -30.0461, -7.6284)
H (4.8216, -31.1934, -8.9395)
H (2.7013, -30.7067, -9.2494)
C (0.0103, -32.8245, -9.6442)
O (-0.6935, -31.6232, -9.7880)
H (-0.3851, -33.6047, -10.2946)
H (1.0648, -32.6555, -9.8625)
H (-0.0251, -33.2588, -8.6451)
H (-0.8265, -31.2216, -8.9262)
C (3.4153, -33.1403, -10.0693)
O (3.0460, -32.2519, -11.0706)
H (3.9797, -32.7075, -9.2434)
H (2.5061, -33.5233, -9.6059)
H (4.0355, -33.9380, -10.4782)
H (2.5064, -31.5436, -10.7118)
C (2.6806, -30.2205, -12.5893)
O (1.5662, -31.0422, -12.9886)
H (2.8537, -29.3169, -13.1738)
H (2.6206, -29.9289, -11.5407)
H (3.5395, -30.8841, -12.6904)
H (1.8324, -31.4543, -13.8137)
C (2.3639, -27.6493, -9.8077)
O (2.2464, -28.2274, -8.5314)
H (3.4240, -27.4811, -9.9971)
H (1.9328, -28.3456, -10.5271)
H (1.7558, -26.7452, -9.8397)
H (2.7275, -27.6250, -7.9594)